This record from the Open Molecules 2025 dataset describes 8 unconnected molecules or ions with the total composition C32H88N8O8 at a distorted geometry. The level of theory is ωB97M-V/def2-TZVPD.

Structure (XYZ):
```
136
C32H88N8O8, DFT ωB97M-V/def2-TZVPD
C 5.924 -8.579 -24.451
C 5.961 -9.493 -25.697
C 5.234 -10.874 -25.561
O 5.782 -11.597 -24.455
C 7.081 -12.159 -24.675
N 5.547 -8.690 -26.808
H 4.940 -8.123 -24.341
H 6.595 -7.724 -24.524
H 6.033 -9.240 -23.591
H 7.020 -9.736 -25.782
H 5.394 -11.463 -26.464
H 4.243 -10.572 -25.221
H 7.232 -13.057 -24.077
H 7.820 -11.377 -24.498
H 7.176 -12.547 -25.690
H 4.610 -8.332 -26.931
H 6.159 -7.890 -26.749
C 10.459 -3.322 -15.886
C 11.456 -4.063 -16.846
C 10.809 -4.815 -18.054
O 11.843 -5.384 -18.977
C 11.417 -6.374 -19.887
N 12.388 -3.119 -17.447
H 9.780 -2.677 -16.444
H 10.894 -2.618 -15.177
H 9.957 -4.069 -15.270
H 11.950 -4.865 -16.297
H 10.101 -4.225 -18.636
H 10.178 -5.622 -17.682
H 10.668 -6.959 -19.352
H 12.148 -7.065 -20.307
H 10.984 -5.891 -20.763
H 13.111 -3.692 -17.858
H 11.942 -2.688 -18.244
C 8.324 -11.440 -16.249
C 9.348 -12.430 -15.714
C 10.513 -12.699 -16.662
O 10.127 -12.910 -18.026
C 11.142 -13.588 -18.800
N 9.837 -11.996 -14.423
H 8.031 -11.521 -17.296
H 8.669 -10.408 -16.198
H 7.465 -11.549 -15.588
H 8.732 -13.315 -15.558
H 11.111 -13.497 -16.222
H 11.221 -11.873 -16.738
H 11.498 -14.536 -18.398
H 11.941 -12.868 -18.978
H 10.876 -13.809 -19.834
H 8.933 -11.818 -14.007
H 10.154 -12.786 -13.879
C 18.411 -1.301 -6.069
C 17.388 -0.338 -6.794
C 16.445 -1.039 -7.853
O 17.114 -1.545 -9.023
C 16.345 -1.820 -10.114
N 16.682 0.303 -5.724
H 18.026 -1.906 -5.248
H 19.233 -0.686 -5.705
H 18.744 -1.958 -6.872
H 17.932 0.486 -7.255
H 15.653 -0.327 -8.086
H 15.872 -1.850 -7.402
H 15.963 -0.908 -10.573
H 15.590 -2.575 -9.894
H 16.969 -2.397 -10.797
H 16.371 -0.449 -5.125
H 17.382 0.794 -5.186
C 7.981 -6.060 -9.670
C 9.333 -6.089 -9.020
C 9.545 -5.032 -7.909
O 9.354 -3.715 -8.385
C 9.263 -2.673 -7.315
N 9.470 -7.499 -8.592
H 7.121 -6.412 -9.100
H 7.987 -6.515 -10.661
H 7.785 -5.019 -9.925
H 10.022 -5.810 -9.817
H 10.550 -4.929 -7.498
H 8.977 -5.283 -7.013
H 8.863 -1.811 -7.849
H 10.231 -2.446 -6.869
H 8.503 -2.792 -6.543
H 10.421 -7.582 -8.263
H 9.422 -7.953 -9.492
C 6.477 -1.161 -29.008
C 7.528 -0.995 -27.915
C 7.012 -0.241 -26.634
O 6.535 1.116 -26.859
C 7.616 1.993 -27.209
N 7.975 -2.304 -27.633
H 6.781 -1.761 -29.866
H 6.130 -0.197 -29.380
H 5.614 -1.766 -28.731
H 8.386 -0.437 -28.291
H 7.670 -0.300 -25.768
H 6.177 -0.798 -26.209
H 8.126 1.732 -28.136
H 8.423 1.933 -26.479
H 7.342 3.026 -27.420
H 8.434 -2.579 -28.490
H 8.626 -2.372 -26.863
C 17.426 -11.214 -25.149
C 18.470 -11.105 -26.231
C 18.526 -12.404 -27.109
O 19.456 -12.239 -28.115
C 19.115 -12.523 -29.422
N 18.071 -9.938 -27.016
H 17.219 -10.323 -24.555
H 17.726 -12.001 -24.457
H 16.466 -11.464 -25.600
H 19.380 -10.860 -25.684
H 17.592 -12.629 -27.623
H 18.912 -13.240 -26.527
H 20.021 -12.453 -30.024
H 18.418 -11.714 -29.638
H 18.605 -13.475 -29.565
H 18.650 -10.015 -27.840
H 17.127 -10.186 -27.275
C 14.643 -0.700 -25.404
C 13.949 -0.890 -24.041
C 13.042 0.323 -23.676
O 12.551 0.331 -22.303
C 12.052 1.577 -21.811
N 13.230 -2.098 -24.148
H 13.847 -0.742 -26.148
H 15.292 -1.529 -25.684
H 15.252 0.200 -25.488
H 14.771 -1.026 -23.339
H 12.254 0.402 -24.425
H 13.598 1.237 -23.882
H 12.933 2.189 -21.613
H 11.442 1.369 -20.932
H 11.362 2.088 -22.481
H 12.844 -2.327 -23.243
H 13.808 -2.889 -24.395
```

Computed properties:
strongest force on any atom	3.2	eV/Å
LUMO	0.52	eV
Kohn-Sham gap	9.38	eV
structure (SMILES)	COC[C@H](C)N.COC[C@H](C)N.COC[C@H](C)N.COC[C@H](C)N.COC[C@H](C)N.COC[C@H](C)N.COC[C@H](C)N.COC[C@H](C)N
E_HOMO	-8.9	eV